Entry 1:
ORCA calculation (the ωB97M-V functional and the def2-TZVPD basis) on C20H36B2F3INO20PSi2 as an isolated structure at a distorted geometry.

Values from the calculation:
charge	0

Element x y z (Å)
C  -6.04045  -1.77380  0.04658
C  -4.36953  -1.80563  0.06993
O  -3.94320  -1.28627  -1.23790
B  -2.52967  -0.83344  -1.22406
O  -1.43010  -1.78115  -0.95797
Si  -2.20100  1.02833  -1.61633
O  -0.81818  1.76404  -0.91458
Si  -0.71051  1.88490  0.79184
C  1.08925  2.62780  1.12394
I  -0.70306  -0.22844  2.09717
B  -1.88226  3.10355  1.70402
C  -1.44286  3.49930  3.27587
O  -3.09035  3.76919  1.20096
P  -4.12474  2.06398  -1.41183
N  -5.44744  1.21925  -2.31697
O  -3.92230  3.57364  -2.32083
C  -1.84924  1.04227  -3.55798
F  -1.25135  2.31987  -4.01720
F  -3.15902  0.78464  -4.23737
F  -0.95792  -0.12171  -3.91955
H  -6.39811  -0.64284  0.11304
H  -6.38947  -2.15081  -1.02167
H  -6.52003  -2.42650  0.89395
H  -3.96805  -1.21498  0.99701
H  -4.04643  -2.95403  0.09004
H  -1.75387  -2.62903  -0.52842
H  1.34213  3.44300  0.32186
H  1.13540  3.16087  2.17732
H  1.89293  1.77718  1.05103
H  -2.30462  3.32688  4.04767
H  -0.50991  2.84973  3.57276
H  -1.07299  4.63360  3.26177
H  -3.84469  3.39181  1.77855
H  -5.81140  0.48840  -1.66454
H  -6.21610  1.94027  -2.42733
H  -2.96647  3.66806  -2.60895
C  4.36036  -1.23233  0.05518
C  5.69177  -0.75239  -0.42440
O  5.56862  0.65618  -0.37065
C  4.59353  0.93475  0.54328
O  4.34347  2.05165  0.96482
O  3.93595  -0.19920  0.92435
H  4.42837  -2.18433  0.58877
H  3.63360  -1.33100  -0.75794
H  6.50987  -1.06136  0.23480
H  5.91146  -1.08401  -1.44294
C  3.75844  -1.88415  -5.10047
C  4.93652  -1.33668  -5.83898
O  5.98191  -1.41616  -4.88874
C  5.63292  -2.38730  -3.99502
O  6.37829  -2.83720  -3.14079
O  4.34203  -2.78965  -4.18262
H  3.05613  -2.40026  -5.76081
H  3.21967  -1.11209  -4.54125
H  5.20328  -1.94448  -6.71003
H  4.78236  -0.30302  -6.16060
C  -6.78499  3.80023  3.04141
C  -8.13763  3.18875  2.86979
O  -8.17864  2.87100  1.49158
C  -6.88477  2.74730  1.07412
O  -6.55130  2.31410  -0.01621
O  -6.01339  3.17048  2.03593
H  -6.36328  3.60711  4.03161
H  -6.78812  4.88015  2.86014
H  -8.25631  2.26695  3.44901
H  -8.94314  3.87990  3.13270
C  0.21695  -6.43314  -0.73355
C  -0.21123  -5.07114  -1.17470
O  -1.26022  -4.75397  -0.27964
C  -1.06503  -5.50582  0.84298
O  -1.68404  -5.36250  1.88412
O  -0.08660  -6.43771  0.64876
H  1.28403  -6.60739  -0.89669
H  -0.35288  -7.22977  -1.22320
H  0.58449  -4.32676  -1.06512
H  -0.56715  -5.06136  -2.20857
C  7.18939  1.36630  4.52149
C  7.46531  1.59007  3.07002
O  8.40800  0.58182  2.75875
C  8.24254  -0.41371  3.67810
O  8.77301  -1.50986  3.60929
O  7.40568  -0.02294  4.68330
H  6.16556  1.63387  4.79683
H  7.88577  1.91013  5.16832
H  6.57535  1.44637  2.44823
H  7.87974  2.58267  2.87343

Mulliken atomic charges, in units of e: atom 1 (C): -0.80, atom 2 (C): 0.06, atom 3 (O): -0.37, atom 4 (B): 0.50, atom 5 (O): -0.35, atom 6 (Si): -0.44, atom 7 (O): -0.29, atom 8 (Si): 0.50, atom 9 (C): -0.59, atom 10 (I): -0.21, atom 11 (B): 0.77, atom 12 (C): -0.82, atom 13 (O): -0.50, atom 14 (P): 0.73, atom 15 (N): -0.67, atom 16 (O): -0.64, atom 17 (C): 0.64, atom 18 (F): -0.25, atom 19 (F): -0.24, atom 20 (F): -0.26, atom 21 (H): 0.03, atom 22 (H): 0.24, atom 23 (H): 0.36, atom 24 (H): 0.15, atom 25 (H): 0.12, atom 26 (H): 0.26, atom 27 (H): 0.31, atom 28 (H): 0.25, atom 29 (H): -0.21, atom 30 (H): 0.26, atom 31 (H): 0.19, atom 32 (H): 0.24, atom 33 (H): 0.27, atom 34 (H): 0.19, atom 35 (H): 0.34, atom 36 (H): 0.31, atom 37 (C): -0.29, atom 38 (C): 0.01, atom 39 (O): -0.35, atom 40 (C): 0.74, atom 41 (O): -0.58, atom 42 (O): -0.30, atom 43 (H): 0.34, atom 44 (H): 0.23, atom 45 (H): 0.20, atom 46 (H): 0.00, atom 47 (C): -0.29, atom 48 (C): -0.34, atom 49 (O): -0.31, atom 50 (C): 0.69, atom 51 (O): -0.57, atom 52 (O): -0.27, atom 53 (H): 0.28, atom 54 (H): 0.26, atom 55 (H): 0.27, atom 56 (H): 0.30, atom 57 (C): -0.37, atom 58 (C): -0.44, atom 59 (O): -0.33, atom 60 (C): 0.30, atom 61 (O): -0.34, atom 62 (O): -0.10, atom 63 (H): 0.32, atom 64 (H): 0.30, atom 65 (H): 0.26, atom 66 (H): 0.30, atom 67 (C): -0.40, atom 68 (C): -0.25, atom 69 (O): -0.23, atom 70 (C): 0.59, atom 71 (O): -0.55, atom 72 (O): -0.32, atom 73 (H): 0.30, atom 74 (H): 0.27, atom 75 (H): 0.20, atom 76 (H): 0.35, atom 77 (C): -0.37, atom 78 (C): 0.21, atom 79 (O): -0.33, atom 80 (C): 0.68, atom 81 (O): -0.56, atom 82 (O): -0.32, atom 83 (H): 0.31, atom 84 (H): 0.26, atom 85 (H): -0.20, atom 86 (H): 0.32


Entry 2:
ORCA calculation (the ωB97M-V functional and the def2-TZVPD basis) on a 10-piece molecular cluster, C20H36BNO40S8 overall at a distorted geometry.

Values from the calculation:
charge	0

Element x y z (Å)
N  -2.16635  9.60124  -14.52793
H  -2.61824  10.38271  -14.98093
H  -1.98353  8.80274  -15.11875
H  -2.67903  9.32893  -13.70143
H  -1.30110  9.96791  -14.15781
O  -5.72580  1.64506  -15.30518
C  -4.76351  2.35475  -15.38048
O  -4.68447  3.68993  -15.57103
B  -3.37167  4.24454  -15.32989
O  -2.55796  2.95245  -15.32693
C  -3.27420  1.86958  -15.31190
O  -2.87852  0.74976  -15.11142
O  -2.88539  5.14530  -16.37368
C  -2.74592  6.38541  -15.82109
O  -2.57056  7.44821  -16.37560
C  -3.00201  6.22287  -14.31944
O  -3.28996  5.00963  -14.08515
O  -2.91452  7.11175  -13.48696
C  -2.12797  6.53889  -19.75536
C  -1.63254  6.21641  -21.27479
O  -1.92122  4.82736  -21.43130
S  -1.52431  4.03769  -20.04602
O  -0.08389  4.06324  -19.88671
O  -2.17805  2.76274  -19.86092
O  -2.23733  5.19504  -19.14080
H  -3.08207  7.05179  -19.87683
H  -1.56008  7.22900  -19.13138
H  -0.55821  6.39565  -21.31688
H  -2.02092  6.82965  -22.08793
C  0.22192  11.42718  -20.11506
C  -0.07471  12.65882  -19.14534
O  -1.19700  12.18453  -18.41209
S  -1.45810  10.51036  -18.44540
O  -2.77858  10.27676  -19.01988
O  -0.99756  9.79463  -17.19689
O  -0.32557  10.26369  -19.52486
H  1.29853  11.26931  -20.17909
H  -0.16089  11.60104  -21.12071
H  -0.48651  13.45987  -19.75920
H  0.72925  12.95953  -18.47353
C  -5.66841  5.53713  -18.67758
C  -5.91205  7.00563  -19.17433
O  -7.33168  7.12401  -19.25501
S  -8.13993  5.75147  -19.07217
O  -8.20507  5.02805  -20.31423
O  -9.38255  5.85986  -18.26703
O  -6.87750  5.02863  -18.18260
H  -4.88739  5.32931  -17.94619
H  -5.51191  4.79816  -19.46340
H  -5.43385  7.28730  -20.11246
H  -5.68609  7.71270  -18.37615
C  -3.28474  8.91680  -11.02543
C  -3.87394  9.33728  -9.65971
O  -3.54073  10.64248  -9.55437
S  -3.52120  11.47693  -11.04345
O  -2.47446  12.48147  -10.97578
O  -4.86043  11.78904  -11.55691
O  -3.09885  10.08793  -11.83276
H  -4.06255  8.42992  -11.61369
H  -2.42100  8.25303  -10.98747
H  -3.59531  8.87675  -8.71188
H  -4.93988  9.26974  -9.87721
C  -8.78518  -0.29516  -12.50868
C  -7.91886  -0.45629  -13.68714
O  -6.98379  -1.44322  -13.37217
S  -6.61167  -1.35692  -11.82166
O  -5.51078  -0.41887  -11.52248
O  -6.58289  -2.77450  -11.29463
O  -8.05505  -0.66898  -11.37987
H  -9.66346  -0.91843  -12.67682
H  -9.15079  0.71791  -12.34103
H  -7.45407  0.51943  -13.82865
H  -8.37534  -0.87064  -14.58605
C  -9.91976  1.59412  -17.23962
C  -8.51932  2.18530  -17.20170
O  -8.48636  3.20139  -16.19221
S  -9.84317  3.15931  -15.32198
O  -10.39752  4.49054  -15.16236
O  -9.81969  2.33501  -14.12495
O  -10.73694  2.36174  -16.38616
H  -9.93260  0.59411  -16.80612
H  -10.38405  1.65521  -18.22389
H  -8.28246  2.62338  -18.17128
H  -7.84399  1.35830  -16.98239
C  -1.38282  2.46240  -11.99232
C  -0.43247  3.65544  -12.32559
O  -0.66005  4.69321  -11.32848
S  -1.76941  4.26378  -10.18302
O  -2.74160  5.31877  -9.96066
O  -1.10172  3.65013  -9.03796
O  -2.36587  3.10280  -11.19743
H  -0.84684  1.64169  -11.51561
H  -1.84192  2.11384  -12.91742
H  -0.56846  4.08764  -13.31696
H  0.58390  3.29858  -12.15902
C  -5.70190  4.51226  -12.01282
C  -6.06841  2.98769  -11.92556
O  -7.28628  2.82845  -11.18986
S  -8.03917  4.35973  -11.17616
O  -8.96649  4.55705  -10.04912
O  -8.64646  4.73016  -12.47841
O  -6.48241  5.13408  -11.03104
H  -6.02845  5.01198  -12.92482
H  -4.64343  4.71743  -11.85275
H  -5.38569  2.33515  -11.38135
H  -6.17581  2.67096  -12.96298

Mulliken atomic charge list, values in e, 99 entries: atom 1 (N): -0.03, atom 2 (H): 0.36, atom 3 (H): 0.20, atom 4 (H): 0.27, atom 5 (H): 0.38, atom 6 (O): -0.57, atom 7 (C): 0.60, atom 8 (O): 0.09, atom 9 (B): 0.59, atom 10 (O): -0.79, atom 11 (C): 0.44, atom 12 (O): -0.66, atom 13 (O): -0.10, atom 14 (C): 0.31, atom 15 (O): -0.87, atom 16 (C): 0.35, atom 17 (O): -0.12, atom 18 (O): -0.63, atom 19 (C): 0.02, atom 20 (C): -0.41, atom 21 (O): -0.38, atom 22 (S): 1.14, atom 23 (O): -0.58, atom 24 (O): -0.54, atom 25 (O): 0.04, atom 26 (H): 0.00, atom 27 (H): 0.10, atom 28 (H): 0.34, atom 29 (H): 0.37, atom 30 (C): -0.35, atom 31 (C): -0.26, atom 32 (O): -0.40, atom 33 (S): 1.25, atom 34 (O): -0.55, atom 35 (O): -0.51, atom 36 (O): -0.30, atom 37 (H): 0.29, atom 38 (H): 0.31, atom 39 (H): 0.26, atom 40 (H): 0.29, atom 41 (C): 0.25, atom 42 (C): -0.15, atom 43 (O): -0.40, atom 44 (S): 1.11, atom 45 (O): -0.59, atom 46 (O): -0.50, atom 47 (O): -0.04, atom 48 (H): -0.45, atom 49 (H): 0.31, atom 50 (H): 0.29, atom 51 (H): 0.24, atom 52 (C): -0.01, atom 53 (C): -0.22, atom 54 (O): -0.39, atom 55 (S): 1.00, atom 56 (O): -0.52, atom 57 (O): -0.51, atom 58 (O): -0.40, atom 59 (H): 0.09, atom 60 (H): 0.27, atom 61 (H): 0.29, atom 62 (H): 0.32, atom 63 (C): -0.11, atom 64 (C): 0.50, atom 65 (O): -0.36, atom 66 (S): 1.01, atom 67 (O): -0.43, atom 68 (O): -0.60, atom 69 (O): -0.33, atom 70 (H): 0.28, atom 71 (H): 0.20, atom 72 (H): -0.39, atom 73 (H): 0.24, atom 74 (C): -0.43, atom 75 (C): -0.17, atom 76 (O): 0.02, atom 77 (S): 1.06, atom 78 (O): -0.59, atom 79 (O): -0.49, atom 80 (O): -0.36, atom 81 (H): 0.27, atom 82 (H): 0.27, atom 83 (H): 0.28, atom 84 (H): 0.13, atom 85 (C): 0.06, atom 86 (C): -0.15, atom 87 (O): -0.38, atom 88 (S): 1.09, atom 89 (O): -0.43, atom 90 (O): -0.58, atom 91 (O): -0.21, atom 92 (H): 0.34, atom 93 (H): -0.13, atom 94 (H): 0.05, atom 95 (H): 0.38, atom 96 (C): 0.52, atom 97 (C): 0.57, atom 98 (O): -0.32, atom 99 (S): 0.88


Number 1: LUMO energy -0.3 eV, HOMO level -7.3 eV, HOMO-LUMO gap 0.2539 hartree. Number 2: LUMO energy -1.2 eV, HOMO level -10.1 eV, HOMO-LUMO gap 0.3281 hartree.